1.
Molecular formula: C15H19NReSbSe4Si
Method: DFT, ωB97M-V with the def2-TZVPD basis set

```
42
Properties=species:S:1:pos:R:3:forces:R:3
Si -4.08478 0.74241 -0.74518 -0.008 -0.002 0.014
C 4.97723 -1.93237 0.68052 -0.002 -0.016 0.004
H -4.20891 1.97432 1.39241 -0.003 -0.004 -0.001
C 1.68056 0.68975 -1.77191 -0.004 -0.001 0.011
C 1.70485 0.52447 -0.38168 0.005 0.000 0.005
H 1.93158 1.43088 1.55954 0.003 0.002 0.001
H -5.62898 -1.00752 -0.17805 -0.001 0.002 -0.004
C -4.55231 2.13495 0.37031 0.001 0.006 -0.008
H 5.59326 -3.76350 1.60972 0.000 0.000 0.002
H -3.81559 0.25866 -3.15622 -0.003 -0.001 -0.001
Se 1.38322 -0.58298 3.93352 -0.015 0.006 -0.014
C 1.94311 2.87794 -0.04270 -0.001 0.006 -0.002
H 5.98712 -1.59769 0.48946 0.000 0.002 0.001
H 1.74072 2.12386 -3.35769 -0.001 0.002 0.000
H 3.29118 -4.54310 2.05493 0.000 -0.001 -0.001
H -5.35382 1.03167 -2.77984 -0.002 -0.003 0.003
C 1.76535 1.96993 -2.28789 0.003 0.003 0.002
Se -1.38772 -2.62034 0.25485 0.054 0.034 -0.021
H -4.20521 -1.13988 0.85061 0.003 -0.001 0.001
C -4.28232 1.03951 -2.55504 0.020 0.010 -0.003
C 2.60699 -1.59906 0.54077 -0.053 0.007 -0.014
C -4.53512 -0.94783 -0.17076 0.003 0.001 0.004
Se -2.88282 -0.00470 3.46462 0.013 -0.015 0.014
H 1.36989 -3.15156 1.38942 -0.002 0.003 -0.006
N 1.52511 -0.80337 0.16349 0.021 -0.037 0.026
Sb -0.67187 -0.36897 2.88949 -0.012 0.029 0.000
Re -0.34103 -0.71465 0.13976 0.009 -0.071 0.016
H 1.59984 -0.17727 -2.41638 0.002 -0.003 0.002
Se -1.58821 1.05773 -0.60908 -0.049 0.038 0.001
H -5.64528 2.19591 0.39040 0.001 0.000 0.003
C 3.91025 -1.14899 0.29090 0.015 0.006 -0.001
C 1.88129 3.05512 -1.42525 0.000 0.000 0.001
H 4.07961 -0.20531 -0.20984 0.000 -0.004 -0.002
C 1.86771 1.60817 0.49235 0.001 -0.007 -0.019
H -4.17691 3.09347 0.01059 0.000 0.001 -0.003
C 2.37926 -2.82400 1.18052 0.006 0.002 0.003
H 1.94139 4.05525 -1.83409 0.001 -0.001 -0.003
H -3.89104 2.01006 -2.86103 -0.001 0.000 -0.003
H 2.05285 3.73386 0.60890 0.001 -0.002 0.002
C 3.45456 -3.59716 1.55792 0.010 0.002 -0.001
C 4.75225 -3.15310 1.30935 -0.008 0.010 -0.005
H -4.16726 -1.72456 -0.84174 -0.005 -0.001 -0.001
```
Positions in Å, forces in eV/Å.

Properties
- multiplicity = 1
- E_LUMO (eV) = -8.85
- energy (eV) = -295269.0641
- charge = +2


2.
Molecular formula: C29H96N30O17
Method: DFT, ωB97M-V with the def2-TZVPD basis set

```
172
Properties=species:S:1:pos:R:3:forces:R:3
H -4.66761 -18.18721 -28.25768 0.201 0.218 0.523
H -9.60358 -21.01296 -21.65945 0.314 -0.837 -0.443
H -12.54589 -11.23888 -23.57186 -0.782 0.111 0.513
H -13.02301 -20.23702 -28.71649 0.053 0.421 -0.803
H -12.99102 -13.55898 -26.94007 -0.305 0.929 0.543
N -9.08392 -20.61230 -22.42726 1.042 -7.299 -0.244
N -10.30882 -24.47088 -24.73736 1.346 -4.460 -0.760
H -16.76361 -15.57732 -26.19675 0.863 -0.427 0.037
C -10.71060 -12.37956 -24.86888 -0.715 2.385 -1.138
H -11.93782 -20.42653 -30.13926 -0.411 0.576 0.156
H -14.48233 -12.70013 -20.40596 0.178 -0.396 0.356
O -14.79520 -20.18017 -23.72252 0.593 -1.170 0.164
N -15.14630 -17.52454 -22.97282 -0.020 0.240 -2.334
H -14.82897 -14.79111 -25.32622 -0.193 -0.359 -1.198
O -15.46329 -16.50614 -21.03888 -0.811 1.690 1.506
H -9.35550 -18.51181 -19.68380 0.247 0.687 -0.321
H -6.82283 -16.23714 -30.09755 -0.786 -0.572 -0.175
N -9.45055 -17.60749 -30.45190 8.115 -3.007 -0.790
H -8.88201 -13.76807 -21.58404 -1.040 1.242 0.214
H -13.64629 -18.72879 -26.87682 -0.350 0.138 0.140
H -8.26122 -18.92201 -25.18650 0.832 -0.370 0.338
O -11.21204 -17.22262 -31.59036 -4.720 -0.401 -7.999
H -13.78547 -15.90012 -21.15614 -0.646 0.000 0.642
H -10.08037 -17.84118 -21.80037 -1.097 0.497 0.407
H -14.66505 -22.41473 -22.60890 0.348 -0.498 -0.177
H -4.93919 -15.01220 -27.20671 0.141 -0.295 -0.531
H -6.29391 -15.61920 -26.31207 -0.069 -0.047 0.120
H -5.46310 -17.95040 -29.58016 0.037 0.034 -0.545
N -12.21675 -20.62107 -29.18822 -1.033 4.776 -3.121
H -12.15972 -14.31678 -30.57525 0.015 0.007 0.090
H -12.17816 -15.73801 -21.45207 0.511 0.439 0.384
N -15.09902 -13.85462 -25.59108 -0.320 -3.596 -5.842
C -8.91680 -13.70151 -25.35346 -0.428 -0.008 -0.665
N -16.91066 -15.56067 -18.47906 0.051 -0.160 -0.958
H -4.85269 -16.62018 -26.42094 0.171 0.234 0.188
O -12.20269 -13.38433 -21.01712 5.383 5.034 -1.153
H -14.39232 -19.47994 -25.60031 0.540 0.190 0.460
H -8.25496 -21.07586 -22.77085 -0.249 -0.620 0.301
O -10.14790 -18.89125 -17.53937 -1.492 -1.252 0.783
H -15.31106 -18.40197 -23.44510 0.566 0.626 -0.766
H -10.98511 -10.36382 -25.75637 0.491 -0.277 -0.121
H -8.51675 -20.12601 -28.40238 -0.434 -0.053 -0.039
H -6.25037 -14.90267 -29.33205 0.218 0.332 0.593
H -8.14066 -16.75657 -22.23956 0.359 -0.139 -0.109
H -10.84411 -10.17016 -22.63248 -0.088 -0.592 -0.145
N -12.37758 -21.99058 -27.61860 -1.077 -2.613 4.066
H -9.00291 -17.77139 -31.34233 0.449 -0.238 0.221
H -19.15005 -13.44266 -20.13923 -0.517 -0.286 0.333
H -7.49046 -19.94518 -26.45224 0.197 0.107 0.856
H -16.95582 -13.23663 -22.13656 0.041 0.592 -0.132
H -10.43449 -22.46427 -25.86088 -0.183 0.522 0.303
H -11.79452 -20.96442 -23.12994 -0.378 0.216 0.454
H -7.85107 -13.36542 -28.76930 -0.177 0.204 -0.084
H -12.98629 -21.31057 -27.18597 -0.362 -0.146 0.470
H -10.56020 -16.51448 -28.66082 0.107 -0.141 -0.238
H -15.74444 -19.37350 -22.05247 -0.533 -0.789 0.801
N -11.26241 -16.74297 -24.59637 1.033 0.274 1.273
H -10.71275 -13.91538 -21.53388 -0.853 1.193 0.557
H -12.17521 -12.45928 -28.00930 -0.171 -0.427 0.366
H -8.76032 -14.13549 -30.14393 0.375 0.141 -0.274
H -14.88685 -14.39274 -20.04061 -0.598 0.534 -0.066
N -5.02966 -17.43563 -28.82701 0.679 -0.099 -1.218
H -6.77681 -17.49566 -27.86744 -0.685 0.443 0.981
C -10.45508 -9.98787 -23.63425 0.858 -0.710 -1.414
N -13.77395 -22.01630 -22.86830 -2.580 -6.316 1.653
C -11.11776 -10.87302 -24.80180 -0.588 0.815 2.001
H -10.23379 -25.24799 -24.09660 0.292 -0.688 -1.026
C -8.93626 -19.36224 -22.37537 -0.551 3.685 -0.927
C -16.14331 -18.14474 -27.17203 -2.114 -0.589 -0.310
H -12.90419 -22.37461 -22.50058 -0.423 -0.455 0.139
O -10.82443 -22.35259 -29.19814 0.277 -0.325 -0.108
H -17.47374 -13.28521 -19.86187 0.630 -0.255 0.005
H -17.30900 -20.74915 -27.09557 0.112 -0.048 -0.343
H -7.52658 -17.22741 -17.05504 -0.439 -0.176 0.122
N -8.39117 -15.83622 -21.90743 5.579 -1.915 -0.081
N -12.52704 -10.75670 -24.45914 -0.149 -0.325 0.237
H -18.99074 -15.18828 -16.73972 0.413 -0.662 -0.344
N -9.77004 -14.23260 -21.70934 0.769 5.628 0.492
N -10.60939 -22.39065 -24.86887 -0.106 4.323 -0.877
N -14.47988 -13.69201 -23.65833 2.894 -1.203 5.354
H -18.74426 -13.62577 -17.38219 0.503 0.107 -0.404
C -18.98140 -14.64566 -17.68501 -1.436 0.577 -0.600
N -12.14450 -13.81417 -29.69932 2.657 -0.704 -5.776
N -9.27203 -19.59128 -27.99778 0.105 -1.661 -4.632
H -15.76983 -21.53019 -26.65089 -0.352 -0.335 0.426
H -10.56546 -8.91104 -23.76218 -0.435 -0.090 -0.535
C -10.61058 -17.16069 -30.62495 -0.994 1.695 5.348
C -9.59831 -15.44699 -21.90591 -1.857 -1.937 0.046
H -15.53140 -17.40901 -27.69392 0.479 0.289 0.530
H -16.66225 -20.38218 -25.55397 0.535 -0.034 0.097
O -10.82539 -23.40816 -22.89266 -0.096 0.732 2.638
H -13.37436 -16.58404 -26.79889 0.060 -0.111 -0.258
N -11.09700 -16.70688 -29.49444 -2.628 1.722 3.455
H -14.57339 -16.78252 -23.34871 -0.253 -0.111 -0.253
H -13.13476 -11.30791 -25.04814 -0.241 -0.008 -0.355
H -10.77774 -12.88539 -23.90570 0.463 0.068 0.240
C -15.61633 -17.47599 -21.75541 1.934 0.360 0.766
H -11.05803 -16.47989 -23.64290 -0.120 -0.169 0.033
O -18.04967 -14.70072 -21.34171 -0.685 -0.223 1.192
N -8.27403 -19.45620 -26.04357 3.753 -1.232 2.179
H -8.85192 -17.30252 -29.69775 -0.250 0.102 -0.080
C -8.58114 -14.11729 -29.06891 -0.184 -0.977 0.036
H -10.94099 -21.54392 -24.42934 0.424 0.138 -1.101
H -18.63159 -13.15751 -22.71821 -0.532 0.007 0.537
N -12.96122 -15.35803 -20.93969 0.342 -8.258 -1.215
N -12.61660 -20.38059 -23.18849 4.874 4.610 -1.035
C -9.15676 -18.25135 -17.78661 -1.176 -0.505 -1.421
H -7.98195 -13.83270 -25.89838 0.052 0.451 0.083
H -10.05373 -19.33564 -28.58403 0.196 -0.087 -0.095
C -15.51088 -19.58089 -27.21486 0.404 2.496 0.184
O -9.49466 -12.40892 -25.54799 1.883 -1.099 0.697
O -13.40508 -16.07259 -24.56189 -3.653 2.887 2.739
H -16.47091 -16.00026 -19.27497 0.605 0.017 -0.488
C -6.07870 -16.70756 -28.14966 -0.068 0.085 0.711
H -12.05930 -16.40028 -29.48539 -0.030 0.020 0.139
H -11.75661 -12.88253 -29.74057 -0.130 -0.494 -0.056
H -12.46637 -19.41124 -23.42911 0.283 -0.002 -0.160
H -15.26893 -19.90086 -28.22835 -0.794 0.465 -0.563
H -11.89483 -17.45795 -26.83325 0.507 0.354 0.357
H -7.71346 -15.10400 -21.75042 0.480 -0.855 -0.282
O -8.16426 -15.40620 -28.60659 1.844 -0.910 -0.450
H -8.79698 -13.93441 -24.29540 0.163 0.099 0.110
H -18.82002 -16.06640 -19.26811 -0.104 0.098 -0.470
H -11.41348 -12.86392 -25.54671 -0.629 -0.248 0.175
C -13.06746 -14.13755 -20.76445 -3.669 2.843 0.400
C -18.25872 -15.19915 -18.92042 0.265 2.248 0.487
O -13.54359 -15.27210 -28.68857 1.191 0.618 0.913
H -9.61198 -14.43065 -25.76963 -0.104 -0.417 0.020
C -18.23646 -14.03383 -20.07616 -0.158 -2.281 0.352
C -12.82452 -14.24825 -28.68198 -2.263 -1.566 -2.729
H -8.82355 -17.87098 -16.01588 0.933 0.402 0.525
H -10.05213 -24.41311 -25.71248 0.134 -0.825 0.435
C -12.45200 -16.48610 -25.13657 3.907 -1.375 3.366
H -15.43837 -13.64463 -26.51890 -0.136 0.114 0.484
N -15.93697 -18.68756 -21.33655 -1.400 -1.904 0.925
N -12.79057 -13.24974 -27.88045 -1.259 1.901 6.659
H -12.24153 -22.91962 -27.24647 -0.209 0.397 0.215
H -8.17072 -17.25553 -19.30900 -0.221 -0.372 0.014
H -18.18959 -16.47502 -26.35453 -0.407 -0.135 -0.051
N -8.83546 -17.95811 -19.01815 0.503 0.139 -3.820
H -13.83773 -14.38159 -24.02198 0.229 -0.218 1.121
N -14.28404 -13.68975 -20.44377 -1.833 0.187 0.957
H -17.03862 -18.21314 -27.78996 -0.296 0.058 -0.415
H -10.61108 -19.54364 -21.41438 -0.653 1.159 0.131
O -16.65786 -17.74628 -25.86024 1.729 0.039 -0.509
C -16.36064 -20.61737 -26.57467 -0.579 -0.562 0.099
H -17.53919 -16.22117 -24.75055 0.342 -0.366 0.066
C -10.51195 -23.39919 -24.05961 -1.697 0.459 -0.091
H -17.51359 -14.34214 -23.29869 -0.181 -0.557 0.153
H -16.34502 -18.86010 -20.42892 0.146 -0.056 -0.457
H -10.61927 -17.30079 -25.13979 0.246 0.164 0.144
N -10.04958 -18.84729 -21.88334 -0.400 1.337 1.073
C -17.26376 -16.45142 -25.77973 -0.892 -0.462 -0.716
H -20.01637 -14.60201 -18.02420 -0.417 0.150 0.382
H -9.37531 -10.13462 -23.65988 0.166 -0.220 0.298
N -12.53283 -16.86830 -26.31812 -1.750 -1.704 -8.140
C -15.12831 -13.08938 -24.57300 -2.173 5.394 -0.095
O -10.53877 -16.20259 -22.01531 -2.415 -2.880 -0.568
C -6.81088 -15.80722 -29.09599 -1.101 1.554 -0.725
C -17.83523 -13.82717 -22.39346 1.541 0.687 -0.661
C -11.74275 -21.69806 -28.70475 2.669 -2.846 -0.645
H -17.01637 -16.34609 -17.85292 -0.020 0.007 0.532
H -9.57249 -13.96259 -28.64300 0.221 0.227 0.346
O -10.01825 -18.29394 -26.43107 -2.858 2.795 0.588
N -8.33450 -17.81273 -16.89765 1.698 1.141 4.157
H -14.31756 -13.27198 -22.75427 -0.092 -0.117 -0.185
N -14.20520 -19.52037 -26.59200 0.683 -1.252 0.527
O -15.63882 -11.96719 -24.55761 -0.182 0.196 0.433
O -7.99492 -18.79288 -22.90170 1.142 1.698 -0.407
C -13.80348 -20.84895 -23.34555 -2.680 3.202 -0.638
C -9.17499 -19.03924 -26.85047 -1.627 0.114 0.660
C -5.48523 -15.92669 -26.97508 -0.817 -0.687 0.583
```
Positions in Å, forces in eV/Å.

Properties
- multiplicity = 1
- E_LUMO (eV) = -0.20
- energy (eV) = -111144.5188